Below is a structure of composition C10H11F5N4O3RuSeTe, with properties calculated with the ωB97M-V functional and the def2-TZVPD basis.

Calculated values
E in hartree: -4095.82069
Total charge: +1
Spin multiplicity: 2
Highest occupied orbital energy (spin up / spin down) in eV: -12.277 / -12.241
Kohn-Sham gap (spin up / spin down) in Ha: 0.266 / 0.260

```
36
C10H11F5N4O3RuSeTe (the ωB97M-V functional and the def2-TZVPD basis)
Ru -0.39349 -1.14785 -0.55758
C 3.46574 -2.68737 1.36184
O 2.12809 -2.96073 1.89097
C 1.15770 -2.29523 1.36405
O 1.30801 -1.38949 0.51648
N -0.06882 -2.62064 1.83881
N -1.18671 -2.07704 1.15748
H 4.12057 -3.32976 1.93672
H 3.70617 -1.63974 1.51465
H 3.48446 -2.93779 0.30458
H -0.18828 -3.43840 2.41808
H -1.74451 -1.52782 1.80660
H -1.75500 -2.84410 0.79837
N -0.60631 0.80468 0.05045
C -0.79224 1.89989 0.33624
C -0.97873 3.27284 0.67195
C -0.34632 4.24609 -0.10521
C -0.52420 5.57812 0.21781
C -1.32382 5.92997 1.29820
C -1.95221 4.95664 2.06598
C -1.78374 3.62011 1.75849
H 0.27073 3.95346 -0.94382
H -0.04093 6.34334 -0.37317
H -1.45990 6.97445 1.54441
H -2.57351 5.24229 2.90310
H -2.26790 2.85163 2.34549
F 0.60567 -0.74499 -2.22313
Te 0.63230 -3.04931 -2.90419
F -0.72373 -4.20393 -3.52729
F 2.29527 -2.50380 -2.22197
F 1.37629 -4.70427 -2.51582
F 1.47349 -3.00343 -4.56499
O -0.17039 -2.94435 -1.18738
Se -1.09624 -1.49250 -4.41896
C -1.88041 -1.16303 -2.83457
N -2.16709 -0.96797 -1.72264
```

These are the Mulliken partial charges, in e, on atoms 1 to 2: atom 1 (Ru): 0.58, atom 2 (C): -0.59